Entry 1:
Here is the molecule C5H8O2 from the Open Molecules 2025 dataset. Energies are from ωB97M-V/def2-TZVPD.

Structure (XYZ):
```
15
Properties=species:S:1:pos:R:3:forces:R:3:mulliken_charge:R:1
C -0.474815 -1.586071 0.700063 0.0 -0.1 0.1 -1.5097
C -0.480084 -0.430216 -0.295311 0.0 0.1 0.3 1.8486
O -1.329915 -0.702088 -1.393881 0.1 -0.1 -0.2 -0.5539
C -0.795144 0.860925 0.281582 -0.1 0.0 0.0 -0.7987
O 0.904079 1.935261 0.195192 -0.1 0.0 0.3 -0.4630
C 0.950966 -0.212763 -0.858811 0.2 0.4 0.2 -1.0918
C 1.578129 0.901595 -0.559395 0.0 -0.3 -0.3 -0.2577
H -1.496610 -1.823931 1.014936 0.1 0.1 0.0 0.3476
H 0.134377 -1.349924 1.579896 -0.1 0.0 -0.1 0.3686
H -0.042043 -2.461623 0.209415 -0.1 0.1 0.1 0.3360
H -0.715288 -1.033582 -2.070386 -0.2 0.1 0.0 0.4179
H -0.846720 0.998379 1.358634 0.1 0.0 -0.2 0.2948
H -1.313213 1.594799 -0.326741 0.1 -0.1 0.0 0.2774
H 1.362118 2.086595 1.042061 -0.1 0.0 -0.2 0.3552
H 2.564164 1.222641 -0.877249 -0.1 -0.1 0.0 0.4289
```
Forces are in eV/Å.

Values from the calculation:
HOMO level ... -0.2926 Eh
Maximum force ... 0.0100 hartree/bohr
LUMO level ... -0.22 eV

---

Entry 2:
Here is a structure of composition C6H10O from the Open Molecules 2025 dataset. Energies are from ωB97M-V/def2-TZVPD.

Structure (XYZ):
```
17
Properties=species:S:1:pos:R:3:forces:R:3:mulliken_charge:R:1
C 2.088835 0.352880 0.077681 -0.1 0.1 0.1 -1.4719
C 0.593488 0.154780 -0.012277 0.2 0.1 0.2 0.8079
C -0.085470 -1.108890 0.564451 0.2 -0.3 0.1 -0.5399
C -0.845365 -0.915526 -0.752505 -0.4 -0.2 0.0 -0.1093
C -1.742932 0.260999 -0.354112 0.1 0.2 0.1 -0.7329
C -0.560360 1.124917 0.384754 -0.2 0.0 -0.3 -0.6857
O 0.268111 -0.246989 -1.364165 0.1 -0.3 -0.1 -0.5348
H 2.428920 1.261089 -0.426374 -0.2 0.0 0.1 0.3301
H 2.529769 -0.491647 -0.462386 0.0 0.1 0.2 0.3586
H 2.478640 0.334011 1.095947 -0.2 0.1 0.1 0.3187
H -0.698257 -0.883474 1.440120 0.2 -0.4 0.0 0.1906
H 0.508048 -2.000997 0.734382 0.2 -0.1 -0.4 0.2968
H -1.205160 -1.752610 -1.355414 -0.3 0.3 0.2 0.4939
H -2.613173 -0.107466 0.211981 0.5 0.5 0.3 0.3124
H -2.145080 0.736688 -1.260898 0.3 0.2 0.4 0.3410
H -0.508686 2.153997 0.023875 0.1 -0.2 -0.3 0.3562
H -0.518067 1.190199 1.491576 -0.7 -0.1 -0.6 0.2682
```
Forces are in eV/Å.

Values from the calculation:
HOMO level ... -0.3502 Eh
Maximum force ... 0.0183 hartree/bohr
LUMO level ... 1.06 eV

---

Entry 3:
Here is a structure of composition C4H6F27O2P4Pt from the Open Molecules 2025 dataset. Energies are from ωB97M-V/def2-TZVPD.

Structure (XYZ):
```
44
Properties=species:S:1:pos:R:3:forces:R:3:mulliken_charge:R:1
Pt 0.187735 0.152079 0.411220 2.2 -1.5 -1.3 2.6361
C 0.898091 -2.215212 -1.101625 0.3 2.5 0.6 0.4231
O -0.363704 -2.006239 -0.464987 -0.6 -2.1 -0.5 -0.3598
O 1.599999 -1.096439 -0.757450 -0.2 -0.6 0.2 -1.0704
C 1.570875 -3.564410 -0.734097 0.4 0.9 -0.9 0.6531
F 2.847873 -3.551757 -1.205926 -0.1 0.1 0.7 -0.2878
F 1.550082 -3.914321 0.541193 0.1 -0.2 -0.1 -0.2126
F 1.000190 -4.547089 -1.486516 -0.4 -0.6 0.4 -0.3094
C -1.398266 -2.912637 -0.928066 0.0 0.7 1.2 -0.4890
C -2.645966 -2.616744 -0.128079 -1.2 -0.5 -0.8 -1.0980
H -3.374361 -3.417991 -0.316679 0.2 -0.3 0.0 0.4366
H -2.487871 -2.626379 0.948129 0.3 0.4 -0.1 0.2720
H -3.200219 -1.751336 -0.487201 0.5 0.4 0.4 0.1474
H -1.134858 -3.947560 -0.705035 0.4 0.0 -0.2 0.2889
H -1.508702 -2.776486 -2.004633 -0.2 0.0 0.0 0.3696
H 0.745431 -2.322874 -2.186490 -0.2 0.1 -0.2 0.1482
P -2.615359 1.303708 0.365969 -0.3 1.8 -3.4 1.1739
F -1.819041 0.377630 -0.741932 -0.9 -1.1 -0.5 -0.4309
F -3.212028 2.101299 -0.923266 -0.3 -0.1 0.2 -0.4240
F -4.000970 0.420557 0.362954 1.3 -0.5 0.5 -0.3914
F -3.310235 2.368046 1.301844 0.0 -0.4 1.6 -0.3669
F -1.867714 0.320214 1.476618 -1.7 1.1 0.6 -0.4032
F -1.304924 2.248075 0.278417 -0.1 0.1 1.1 -0.3704
P 0.010309 2.045364 -3.490607 0.2 0.2 1.6 1.3672
F -0.552915 0.516841 -3.644290 -0.1 0.2 0.0 -0.3930
F -1.476928 2.584317 -3.118004 0.4 -0.4 0.0 -0.3710
F 0.364509 1.741671 -1.915000 -0.7 0.4 -0.5 -0.4099
F 0.559817 3.592738 -3.349054 -0.1 -0.8 -0.2 -0.3997
F 1.509091 1.517405 -3.798405 0.0 0.2 -0.9 -0.3934
F -0.309958 2.286228 -5.057778 0.3 0.1 -0.4 -0.3872
P 1.384386 -0.658978 3.464552 0.6 -0.2 -1.0 1.3292
F 0.323869 -0.852140 4.652618 -0.2 0.3 0.2 -0.4143
F 0.481452 0.583037 2.813722 0.2 -0.5 1.0 -0.4286
F 2.271393 0.341745 4.335333 -0.4 0.0 0.6 -0.3852
F 2.430504 -0.422291 2.249945 -0.2 -0.6 0.0 -0.3228
F 2.206252 -1.965569 4.006846 0.3 0.4 0.1 -0.4151
F 0.533396 -1.693139 2.539504 -0.3 0.1 -0.2 -0.3521
P 2.005717 3.482789 1.267337 0.9 0.7 -0.6 1.3984
F 2.526131 2.707490 2.586474 -0.3 0.3 -0.1 -0.3771
F 1.369531 2.039841 0.773285 0.0 0.3 -0.5 -0.9255
F 0.607906 3.898370 1.907939 -0.2 -0.4 1.0 -0.3368
F 1.501035 4.257696 -0.067661 0.4 -0.5 0.1 -0.3356
F 2.703495 4.845281 1.836951 -0.1 0.2 0.0 -0.3946
F 3.394967 3.127174 0.491926 -0.3 -0.2 0.2 -0.3882
```
Forces are in eV/Å.

Values from the calculation:
Multiplicity ... 3
HOMO level (spin up / spin down) ... -0.0599 / -0.0507 Eh
Total charge ... -3
Maximum force ... 0.0750 hartree/bohr
LUMO level (spin up / spin down) ... 6.44 / 6.40 eV